The following is a DFT calculation (ωB97M-V/def2-TZVPD) of C16H28BeF3N2O14 as an isolated structure in a non-equilibrium geometry.

Each line ends with the Löwdin charge.
Cartesian coordinates (Å):
H -15.0045 -3.4936 6.6853  0.06
C -14.6678 -2.6850 1.6273  -0.54
N -17.6192 -5.8502 6.2873  -0.61
O -20.5758 -8.2236 2.9103  -0.07
H -21.8698 -7.5171 1.0492  0.12
H -16.9317 -2.4850 -0.1124  0.07
F -15.7956 -1.9377 1.7236  0.10
O -17.7706 -5.8818 0.1872  0.09
H -18.4485 -2.1668 -0.9379  0.10
O -17.8244 -7.0032 6.6587  -0.01
C -22.3419 -6.5964 -0.8865  -0.14
C -15.5340 -6.2848 -0.7509  -0.06
O -17.2759 -4.9625 7.0989  -0.07
O -16.7174 -7.8054 0.5537  0.05
O -19.2733 -3.2775 3.5053  -0.19
H -17.8276 -1.5144 1.9665  0.12
F -14.4858 -3.0461 0.3446  0.12
C -13.9340 -4.0140 4.8371  -0.28
H -14.1207 -6.6945 0.8646  0.11
C -18.7884 -1.9063 1.6299  -0.18
O -20.5239 -5.1983 -0.3208  0.03
F -13.6711 -1.8543 1.9713  0.14
O -18.5421 -3.1464 0.9721  -0.19
C -20.0511 -3.5267 4.6728  -0.07
H -19.1958 -1.1017 1.0082  0.13
H -21.2771 -5.3404 -2.2467  0.12
H -20.3236 -6.7277 -1.7458  0.13
H -19.6757 -1.2661 3.3904  0.14
H -15.0708 -8.5436 1.4662  0.13
O -14.7163 -3.3618 3.8769  -0.09
H -15.6598 -6.5783 -1.7950  0.13
C -21.0267 -5.9702 -1.3921  -0.16
H -23.1373 -5.9312 -1.2409  0.10
H -23.1084 -6.4068 1.1739  0.13
N -19.4295 -8.2714 3.4141  -0.58
H -19.3762 -3.3682 5.5243  0.10
H -17.8333 -3.8099 -0.8221  0.07
C -21.0703 -5.5829 0.8447  -0.46
O -18.5079 -7.5173 2.9503  -0.09
C -15.3910 -8.3486 0.4445  -0.13
C -19.7265 -2.1761 2.7788  -0.20
C -14.8088 -3.9104 2.5744  -0.51
O -15.8623 -4.6782 2.4091  -0.11
H -13.6770 -7.5230 -0.5799  0.11
C -16.8253 -6.6002 0.0056  -0.46
H -13.7382 -2.2991 6.1631  0.07
H -20.9336 -2.9124 4.8323  0.09
C -17.9318 -2.8788 -0.2848  -0.08
H -14.2037 -5.0728 4.8808  0.13
H -20.7518 -2.2919 2.4167  0.13
H -20.2448 -4.5853 4.8523  0.10
H -15.3106 -9.2501 -0.1576  0.12
H -15.2236 -5.2484 -0.6421  0.11
H -13.8281 -4.4037 2.3824  0.15
H -22.6573 -7.5386 -1.3313  0.11
H -12.8548 -3.9444 4.6228  0.11
C -14.0442 -3.3447 6.1933  -0.07
C -14.5451 -7.1636 -0.0231  -0.16
Be -18.2241 -4.9883 2.5559  0.96
C -22.1730 -6.5467 0.6352  -0.06
O -19.1672 -8.9814 4.3774  0.01
O -20.6083 -5.2282 1.8876  0.12
H -13.2921 -3.8627 6.7996  0.07
O -17.8048 -5.5255 5.0774  -0.11

For the molecular weight, the calculation gives 538.406 g/mol. The calculation puts the frontier orbital gap at 6.89 eV. The HOMO energy comes out at -0.1711 hartree. The charge is -1.